# 1
The following is a quantum chemistry calculation of a cluster of 2 separate species, C5H12N2O in total in a non-equilibrium geometry, from OMol25.

ΔE to the lowest compared entry with this formula, charge and spin (kJ/mol): 362.7
E_HOMO (eV): -9.0
Largest force on an atom (eV/Å): 4.601
SMILES string: [H]/N=C/C.CN(C)C=O
Gap between HOMO and LUMO (hartree): 0.3393
LUMO energy (eV): 0.21

Element x y z (Å)
1 C -2.08 0.06 0.38
2 C -0.49 -1.67 -0.16
3 N -0.84 -0.27 -0.30
4 C -0.57 0.35 -1.57
5 O -0.18 1.49 -1.78
6 H -1.33 0.02 -2.30
7 H -1.93 0.07 1.46
8 H -2.84 -0.71 0.18
9 H -2.47 1.00 0.02
10 H -0.43 -1.94 0.90
11 H -1.21 -2.38 -0.58
12 H 0.45 -1.82 -0.69
13 C 1.47 1.60 0.87
14 C 1.73 0.26 0.27
15 N 2.27 -0.70 0.89
16 H 2.55 -1.50 0.33
17 H 1.63 0.31 -0.95
18 H 0.79 2.16 0.23
19 H 1.08 1.48 1.88
20 H 2.39 2.17 0.89


# 2
The following is a quantum chemistry calculation of a structure of composition C5H12N2O in a non-equilibrium geometry, from OMol25.

ΔE to the lowest compared entry with this formula, charge and spin (kJ/mol): 577.5
E_HOMO (eV): -8.3
Largest force on an atom (eV/Å): 5.908
Gap between HOMO and LUMO (hartree): 0.3406
LUMO energy (eV): 0.96

Element x y z (Å)
1 C 0.48 0.32 -0.26
2 C -1.66 -0.41 0.72
3 C 0.27 -0.13 -1.69
4 C -2.41 0.79 0.21
5 N 2.36 0.42 -0.16
6 C 0.20 -0.60 0.78
7 O 2.98 -0.14 1.04
8 N 0.69 -1.54 1.42
9 H 3.66 -0.72 0.67
10 H 2.50 1.42 0.03
11 H 0.23 1.35 -0.03
12 H 1.71 -1.54 1.22
13 H -1.80 -0.54 1.79
14 H -1.98 -1.33 0.22
15 H -0.69 0.21 -2.08
16 H 0.33 -1.21 -1.78
17 H 1.03 0.32 -2.33
18 H -2.01 1.73 0.61
19 H -2.42 0.85 -0.88
20 H -3.47 0.75 0.51


# 3
The following is a quantum chemistry calculation of the molecule C5H12N2O in a non-equilibrium geometry, from OMol25.

ΔE to the lowest compared entry with this formula, charge and spin (kJ/mol): 214.6
E_HOMO (eV): -9.1
Largest force on an atom (eV/Å): 3.158
SMILES string: NCCC[C@@H](N)C=O
Gap between HOMO and LUMO (hartree): 0.3709
LUMO energy (eV): 0.99

Element x y z (Å)
1 O 0.45 3.05 1.36
2 C -0.38 2.76 0.56
3 C -0.95 1.29 0.43
4 C 0.10 0.78 -0.55
5 C 0.05 -0.67 -1.06
6 C 0.71 -1.68 -0.10
7 N 0.74 -3.04 -0.64
8 N -0.84 0.75 1.77
9 H -0.85 3.49 -0.11
10 H -1.99 1.35 0.14
11 H 1.15 0.95 -0.25
12 H 0.25 1.45 -1.41
13 H 0.56 -0.79 -2.02
14 H -1.00 -0.97 -1.18
15 H 0.20 -1.79 0.84
16 H 1.72 -1.31 0.12
17 H 1.18 -3.17 -1.54
18 H -0.17 -3.47 -0.58
19 H -0.70 -0.24 1.84
20 H -0.22 1.25 2.38


# 4
The following is a quantum chemistry calculation of a cluster of 2 separate species, C5H12N2O in total in a non-equilibrium geometry, from OMol25.

ΔE to the lowest compared entry with this formula, charge and spin (kJ/mol): 257.3
E_HOMO (eV): -8.2
Largest force on an atom (eV/Å): 4.123
SMILES string: N/C=C/N.CCC=O
Gap between HOMO and LUMO (hartree): 0.3291
LUMO energy (eV): 0.77

Element x y z (Å)
1 O -0.81 1.73 1.58
2 C 0.32 1.62 1.03
3 C 0.68 2.01 -0.43
4 C 1.96 2.89 -0.45
5 H 1.14 1.15 1.63
6 H -0.18 2.52 -0.81
7 H 0.79 1.05 -1.00
8 H 1.75 3.83 0.09
9 H 2.33 3.11 -1.45
10 H 2.77 2.40 0.18
11 C -1.13 -1.76 -0.58
12 C -0.02 -2.38 -0.13
13 N 0.13 -3.80 -0.38
14 N -1.46 -0.40 -0.49
15 H -1.89 -2.39 -1.00
16 H 0.79 -1.90 0.42
17 H 0.44 -4.28 0.43
18 H 0.80 -3.97 -1.14
19 H -1.49 -0.03 0.46
20 H -2.37 -0.22 -0.93


# 5
The following is a quantum chemistry calculation of a structure of composition C5H12N2O in a non-equilibrium geometry, from OMol25.

ΔE to the lowest compared entry with this formula, charge and spin (kJ/mol): 344.9
E_HOMO (eV): -8.6
Largest force on an atom (eV/Å): 2.801
Gap between HOMO and LUMO (hartree): 0.3185
LUMO energy (eV): 0.08

Element x y z (Å)
1 C 2.42 -0.84 -0.21
2 C 1.98 -1.13 -1.41
3 C 2.59 0.79 1.44
4 N 1.91 0.24 0.54
5 H 3.27 -1.36 0.22
6 H 1.18 -0.57 -1.89
7 H 2.45 -1.95 -1.94
8 H 2.20 1.68 1.93
9 H 3.57 0.40 1.69
10 H 0.71 0.60 0.16
11 C -1.44 1.04 -0.11
12 O -0.12 1.00 -0.52
13 C -2.14 -0.32 -0.16
14 N -3.44 -0.23 0.51
15 H -1.56 1.40 0.92
16 H -1.99 1.75 -0.75
17 H -2.19 -0.71 -1.18
18 H -1.48 -1.00 0.38
19 H -4.05 0.34 -0.07
20 H -3.88 -1.14 0.45


# 6
The following is a quantum chemistry calculation of a cluster of 2 separate species, C5H12N2O in total in a non-equilibrium geometry, from OMol25.

ΔE to the lowest compared entry with this formula, charge and spin (kJ/mol): 464.5
E_HOMO (eV): -8.0
Largest force on an atom (eV/Å): 3.653
Gap between HOMO and LUMO (hartree): 0.3196
LUMO energy (eV): 0.70

Element x y z (Å)
1 C 1.72 -1.80 -1.01
2 C 1.70 -2.60 0.07
3 C -0.69 1.34 0.00
4 C -0.74 2.85 0.29
5 C -1.59 0.84 -1.06
6 N 0.76 0.24 1.62
7 N -0.02 0.39 0.59
8 O 1.49 -2.36 1.38
9 H 1.64 -0.75 -0.86
10 H 1.62 -2.25 -1.99
11 H 1.63 -3.60 -0.16
12 H 0.14 3.39 0.19
13 H -1.11 3.02 1.30
14 H -1.40 3.36 -0.37
15 H -1.48 1.39 -1.94
16 H -2.76 0.96 -0.91
17 H -1.31 -0.25 -1.34
18 H 0.90 1.06 2.07
19 H -0.10 -0.50 0.13
20 H 1.06 -1.46 1.48


# 7
The following is a quantum chemistry calculation of a cluster of 2 separate species, C5H12N2O2 in total in a non-equilibrium geometry, from OMol25.

ΔE to the lowest compared entry with this formula, charge and spin (kJ/mol): 424.9
E_HOMO (eV): -9.1
Largest force on an atom (eV/Å): 1.866
Gap between HOMO and LUMO (hartree): 0.3342
LUMO energy (eV): 0.03

Element x y z (Å)
1 C 1.47 1.61 -0.41
2 C 1.05 1.50 -1.83
3 O -0.11 1.00 0.70
4 H 0.03 1.25 1.62
5 H 2.44 1.26 -0.13
6 H 1.20 2.55 0.06
7 H -0.03 1.49 -1.92
8 H 1.42 2.39 -2.35
9 H 1.46 0.60 -2.30
10 C -2.27 -1.21 0.52
11 C 0.29 -0.67 0.59
12 C -0.95 -1.17 -0.20
13 N 0.35 -1.21 1.89
14 N -0.85 -1.51 -1.41
15 O 1.40 -0.63 -0.06
16 H 1.24 -1.03 2.35
17 H -0.46 -1.12 2.48
18 H 0.12 -1.42 -1.70
19 H -2.47 -0.26 1.00
20 H -2.27 -1.99 1.28
21 H -3.06 -1.44 -0.20


# 8
The following is a quantum chemistry calculation of a cluster of 2 separate species, C5H12N2O2 in total in a non-equilibrium geometry, from OMol25.

ΔE to the lowest compared entry with this formula, charge and spin (kJ/mol): 219.1
E_HOMO (eV): -9.0
Largest force on an atom (eV/Å): 3.618
SMILES string: [H]/N=C(/C)N(C)C.O=CO
Gap between HOMO and LUMO (hartree): 0.3587
LUMO energy (eV): 0.75

Element x y z (Å)
1 C -1.22 0.58 1.33
2 C -1.49 -0.54 -0.83
3 N -0.56 -0.09 0.20
4 C 0.96 1.56 -0.70
5 O 0.84 2.71 0.02
6 O 0.84 1.54 -1.91
7 H 0.58 3.38 -0.65
8 H -1.52 -0.13 2.09
9 H -2.10 1.15 1.01
10 H -0.52 1.29 1.78
11 H -1.78 -1.58 -0.67
12 H -1.02 -0.46 -1.81
13 H -2.41 0.05 -0.86
14 C 1.18 -1.78 -0.64
15 C 0.69 -0.91 0.49
16 N 1.19 -1.07 1.66
17 H 0.73 -0.51 2.37
18 H 1.68 0.82 -0.14
19 H 2.19 -2.13 -0.41
20 H 0.52 -2.64 -0.76
21 H 1.21 -1.22 -1.57


# 9
The following is a quantum chemistry calculation of a cluster of 2 separate species, C5H12N2O2 in total in a non-equilibrium geometry, from OMol25.

ΔE to the lowest compared entry with this formula, charge and spin (kJ/mol): 320.7
E_HOMO (eV): -9.4
Largest force on an atom (eV/Å): 4.119
SMILES string: [H]/N=C(/CN)OC.CC=O
Gap between HOMO and LUMO (hartree): 0.3774
LUMO energy (eV): 0.91

Element x y z (Å)
1 C 1.83 0.26 0.11
2 N 2.52 0.30 -1.18
3 C 0.72 -0.77 0.07
4 N 0.94 -1.99 0.26
5 H 3.27 0.98 -1.14
6 H 2.92 -0.60 -1.39
7 H 0.14 -2.60 0.14
8 H 1.39 1.24 0.31
9 H 2.47 -0.03 0.95
10 H -0.29 -0.24 1.61
11 C -0.51 0.72 -1.64
12 C -2.52 -0.34 1.41
13 C -1.24 0.43 1.30
14 O -0.53 -0.34 -0.69
15 O -1.11 1.62 1.19
16 H 0.42 0.72 -2.22
17 H -1.36 0.58 -2.30
18 H -0.60 1.68 -1.11
19 H -2.84 -0.38 2.45
20 H -3.28 0.12 0.80
21 H -2.36 -1.36 1.08


# 10
The following is a quantum chemistry calculation of the molecule C5H12N2O2 in a non-equilibrium geometry, from OMol25.

ΔE to the lowest compared entry with this formula, charge and spin (kJ/mol): 120.8
E_HOMO (eV): -9.0
Largest force on an atom (eV/Å): 1.631
SMILES string: [H]/N=C(\C)[C@@](C)(N)C(O)O
Gap between HOMO and LUMO (hartree): 0.3603
LUMO energy (eV): 0.84

Element x y z (Å)
1 C 0.27 -0.08 -0.32
2 C -1.11 0.02 0.32
3 C 0.59 -1.54 -0.62
4 C -2.19 0.72 -0.44
5 C 1.27 0.50 0.74
6 N 0.32 0.68 -1.56
7 N -1.24 -0.52 1.47
8 O 2.55 0.59 0.19
9 O 1.29 -0.22 1.91
10 H 3.11 0.00 0.71
11 H 0.88 1.54 0.93
12 H 1.23 0.53 -1.98
13 H 0.26 1.67 -1.36
14 H 0.31 -0.49 2.09
15 H -2.17 -0.45 1.88
16 H 1.59 -1.62 -1.04
17 H -0.13 -1.93 -1.34
18 H 0.54 -2.14 0.29
19 H -3.17 0.45 -0.05
20 H -2.06 1.80 -0.35
21 H -2.11 0.47 -1.49


# 11
The following is a quantum chemistry calculation of the molecule C5H12N2O2S in a non-equilibrium geometry, from OMol25.

ΔE to the lowest compared entry with this formula, charge and spin (kJ/mol): 366.9
E_HOMO (eV): -8.4
Largest force on an atom (eV/Å): 3.524
Gap between HOMO and LUMO (hartree): 0.3154
LUMO energy (eV): 0.13

Element x y z (Å)
1 C -0.92 1.46 0.55
2 C 0.55 1.19 1.05
3 C -0.19 1.12 -1.60
4 C -1.45 -0.71 -0.83
5 C 1.92 -1.46 0.50
6 N -1.04 0.71 -0.69
7 N 1.39 1.13 -0.02
8 O 3.65 0.47 0.64
9 O 2.89 -0.07 -1.58
10 S 2.57 0.07 -0.16
11 H -1.77 1.09 1.13
12 H -0.94 2.43 0.20
13 H 0.74 1.84 1.86
14 H 0.57 0.29 1.69
15 H 0.01 0.69 -2.50
16 H 0.20 2.08 -1.61
17 H -1.43 -0.82 -1.84
18 H -0.86 -1.54 -0.35
19 H -2.36 -0.74 -0.33
20 H 0.96 -1.37 1.15
21 H 1.89 -2.31 -0.26
22 H 2.60 -1.87 1.16


# 12
The following is a quantum chemistry calculation of a structure of composition C5H12N2O3 in a non-equilibrium geometry, from OMol25.

ΔE to the lowest compared entry with this formula, charge and spin (kJ/mol): 447.5
E_HOMO (eV): -9.3
Largest force on an atom (eV/Å): 5.496
Gap between HOMO and LUMO (hartree): 0.3616
LUMO energy (eV): 0.52

Element x y z (Å)
1 C -0.54 1.06 -2.19
2 C -0.53 0.50 -0.77
3 O -1.39 -0.64 -0.69
4 C 0.89 0.16 -0.27
5 N 1.82 1.28 -0.35
6 C 0.94 -0.34 1.20
7 O 0.36 0.58 2.09
8 C 0.37 -1.72 1.38
9 N 0.34 -2.71 2.07
10 H -1.58 1.22 -2.51
11 H -0.02 2.02 -2.24
12 H -0.06 0.36 -2.89
13 H -0.97 1.24 -0.09
14 H -1.13 -1.30 -1.35
15 H 1.30 -0.65 -0.90
16 H 2.02 1.53 -1.32
17 H 1.43 2.11 0.09
18 H 2.00 -0.43 1.45
19 H -0.60 0.44 2.12
20 O -1.60 -1.31 1.85
21 H -1.81 -1.03 0.93
22 H -1.23 -2.39 2.39


> Among the records above, which one has the lowest E_HOMO?

number 9


> The highest LUMO energy belongs to which entry?

number 3


What did the eighth record say?
The following is a quantum chemistry calculation of a cluster of 2 separate species, C5H12N2O2 in total in a non-equilibrium geometry, from OMol25.

ΔE to the lowest compared entry with this formula, charge and spin (kJ/mol): 219.1
E_HOMO (eV): -9.0
Largest force on an atom (eV/Å): 3.618
SMILES string: [H]/N=C(/C)N(C)C.O=CO
Gap between HOMO and LUMO (hartree): 0.3587
LUMO energy (eV): 0.75

Element x y z (Å)
1 C -1.22 0.58 1.33
2 C -1.49 -0.54 -0.83
3 N -0.56 -0.09 0.20
4 C 0.96 1.56 -0.70
5 O 0.84 2.71 0.02
6 O 0.84 1.54 -1.91
7 H 0.58 3.38 -0.65
8 H -1.52 -0.13 2.09
9 H -2.10 1.15 1.01
10 H -0.52 1.29 1.78
11 H -1.78 -1.58 -0.67
12 H -1.02 -0.46 -1.81
13 H -2.41 0.05 -0.86
14 C 1.18 -1.78 -0.64
15 C 0.69 -0.91 0.49
16 N 1.19 -1.07 1.66
17 H 0.73 -0.51 2.37
18 H 1.68 0.82 -0.14
19 H 2.19 -2.13 -0.41
20 H 0.52 -2.64 -0.76
21 H 1.21 -1.22 -1.57


> What is the LUMO energy in the eleventh record?

0.13 eV